# 1
# C17H24AuBBrIN8O2P

A structure of composition C17H24AuBBrIN8O2P at a distorted geometry (the ωB97M-V functional and the def2-TZVPD basis, OMol25).

```
56
Properties=species:S:1:pos:R:3:forces:R:3
Au 0.9072 0.6090 0.6853 -0.7 0.7 -1.0
C 0.1045 1.3764 -3.3499 0.1 0.1 0.2
C 0.6136 0.5714 -2.3437 0.2 -0.5 -0.1
N 0.3845 1.1743 -1.1673 0.0 0.3 0.8
N -0.2591 2.3263 -1.3771 -0.2 0.2 -0.2
C -0.4349 2.4772 -2.6962 0.1 -0.3 0.1
B -0.7478 3.2177 -0.2282 0.2 0.1 0.6
N -1.6184 2.3552 0.7115 -0.2 -0.1 -0.2
C -2.8135 2.6520 1.2403 -0.2 -0.2 0.2
C -3.1908 1.6309 2.1014 0.1 0.1 -0.1
C -2.1428 0.7165 2.0487 -0.2 0.0 0.1
N -1.2213 1.1677 1.1970 0.8 -0.4 0.0
N 0.4906 3.6840 0.5742 0.2 -0.2 -0.3
C 0.7442 4.8935 1.0693 0.7 0.3 0.6
C 1.9408 4.8440 1.7911 -0.4 -0.1 -0.2
C 2.3657 3.5243 1.6784 0.0 0.5 0.0
N 1.5076 2.8556 0.9093 -0.1 -1.1 -0.1
H 0.1278 1.1910 -4.4093 0.0 -0.1 0.0
H 1.1168 -0.3802 -2.4027 -0.1 0.0 0.0
H -0.9192 3.3563 -3.0882 -0.1 0.0 0.1
H -1.3614 4.1440 -0.6363 0.0 0.1 0.0
H -3.3163 3.5719 0.9907 0.0 0.0 -0.1
H -4.1067 1.5502 2.6599 0.0 0.0 0.0
H -2.0241 -0.2205 2.5663 0.0 0.0 -0.1
H 0.0820 5.7266 0.8961 0.0 -0.1 -0.1
H 2.4453 5.6523 2.2917 0.0 0.0 0.0
H 3.2595 3.0725 2.0744 0.0 -0.1 0.0
N 5.2843 -1.0183 1.4413 -0.3 -0.2 -0.2
C 4.4467 -0.9138 2.6847 -0.6 0.0 0.1
P 2.7469 -1.5520 2.2163 0.4 -0.4 0.2
O 2.9564 -2.2285 0.9066 -0.1 0.0 -0.1
O 1.6592 -0.4961 2.3325 -0.4 0.7 0.0
C 2.3232 -2.8535 3.4749 0.2 0.5 -0.2
N 1.1900 -3.6566 2.9076 0.1 0.1 -0.1
H 4.7229 -1.6171 0.7833 0.3 0.1 0.1
H 6.2016 -1.4409 1.5957 0.0 0.0 0.1
H 5.4414 -0.1149 0.9952 0.0 0.1 0.0
H 4.3917 0.1078 3.0524 0.2 0.0 -0.1
H 4.8732 -1.5362 3.4694 0.1 0.0 0.0
H 2.0402 -2.4220 4.4331 -0.1 -0.1 0.0
H 3.1816 -3.5111 3.6038 -0.1 -0.1 0.0
H 1.0258 -4.5224 3.4290 0.0 -0.1 0.0
H 1.4038 -3.8860 1.9275 -0.1 -0.2 0.0
H 0.3202 -3.1191 2.9161 -0.1 0.0 0.0
Br -0.9223 -3.6022 -2.9422 0.1 -0.1 0.0
C -2.6678 -3.1275 -3.4723 -0.2 0.2 0.1
C -3.1861 -3.6993 -4.6243 0.2 0.0 0.0
C -4.4429 -3.3318 -5.0753 -0.1 0.1 0.1
C -5.1909 -2.3965 -4.3705 0.0 0.0 0.0
C -4.6905 -1.8391 -3.2063 -0.1 0.1 0.0
C -3.4308 -2.2028 -2.7546 0.3 -0.2 0.0
I -2.7189 -1.3303 -0.9933 0.0 0.1 0.0
H -2.6000 -4.4268 -5.1685 0.0 0.0 0.0
H -4.8388 -3.7728 -5.9793 0.0 0.0 0.0
H -6.1697 -2.1013 -4.7219 0.0 0.0 0.0
H -5.2844 -1.1288 -2.6476 0.0 0.0 0.0
```
Positions in Å, forces in eV/Å.

Computed properties:
DFT total energy: -4623.38161 hartree
orbital gap: 2.663 eV
E_LUMO: -12.47 eV
molar mass: 817.99 g/mol
highest occupied orbital energy: -15.134 eV
net charge: +3

# 2
# C17H24B3Cl8NO4S

A structure of composition C17H24B3Cl8NO4S at a distorted geometry (the ωB97M-V functional and the def2-TZVPD basis, OMol25).

```
58
Properties=species:S:1:pos:R:3:forces:R:3
O 1.8593 -0.0753 2.1451 0.4 0.4 -0.7
C 1.6737 0.3110 1.0167 -1.5 -0.1 -0.5
C 2.6304 1.2306 0.1831 0.0 -0.5 0.0
B 4.1446 1.3013 0.6994 0.0 0.9 0.5
O 4.6458 0.8013 1.9157 1.3 0.0 -2.1
B 6.0406 0.5370 1.8466 -0.1 0.1 0.2
O 6.7463 0.3273 0.6287 -2.2 0.5 -0.5
B 5.9760 0.7893 -0.4708 0.6 1.6 1.0
N 5.9903 0.1601 -1.8306 -1.3 -0.8 1.4
C 5.4444 -0.9298 -1.6736 1.4 -1.5 0.5
S 5.0978 -2.4558 -1.2701 -0.1 2.1 -0.9
O 5.1234 1.8935 -0.1776 -0.4 -2.6 -0.4
C 0.3214 -0.0955 0.3035 -0.4 0.1 -0.7
C 0.2210 -1.3813 -0.3930 -1.8 2.2 0.3
C -1.0403 -1.6946 -1.0762 0.3 2.1 1.0
C -2.1403 -0.7228 -1.0475 2.3 0.6 0.7
C -2.0082 0.5649 -0.3251 1.6 -2.0 0.6
C -0.7610 0.8892 0.3612 -0.6 -2.4 -1.3
H 2.1823 2.2575 0.0257 0.4 -1.1 0.2
H 2.6726 0.7806 -0.8577 -0.1 0.5 0.9
H 6.6416 0.5006 2.8708 0.0 -0.2 -0.1
H 1.1210 -2.0339 -0.3773 -1.0 0.4 -0.2
H -1.1281 -2.6610 -1.6205 -0.1 0.9 0.5
H -3.0975 -0.9462 -1.5656 1.0 0.2 0.4
H -2.8479 1.2994 -0.2892 0.8 -1.1 0.1
H -0.6382 1.8614 0.8974 -0.1 -1.0 -0.5
Cl -1.5376 2.1746 -2.2053 0.2 0.9 -1.4
C -2.1966 2.4484 -3.8400 0.2 0.2 -0.2
C -3.1521 3.6195 -3.8824 0.1 0.0 -0.2
Cl -4.6615 3.2848 -2.9966 0.0 0.0 0.1
H -2.6768 1.5266 -4.1684 0.0 0.1 0.1
H -1.3462 2.6417 -4.4961 -0.1 0.1 0.0
H -3.4311 3.8323 -4.9150 0.0 -0.1 0.0
H -2.7033 4.5173 -3.4588 0.0 -0.1 0.1
Cl -6.9381 -2.5278 0.8296 0.0 0.0 -0.1
C -5.4311 -3.4244 1.1505 0.2 -0.2 0.1
C -4.4303 -2.5995 1.9277 -0.2 0.1 0.2
Cl -3.7781 -1.2479 0.9632 -0.7 -0.6 0.9
H -5.0246 -3.7537 0.1946 0.0 0.1 0.0
H -5.7070 -4.3092 1.7261 0.0 0.1 0.0
H -3.5814 -3.2218 2.2137 0.0 0.0 -0.1
H -4.8713 -2.1871 2.8355 0.0 0.0 -0.1
Cl 10.9779 1.2354 -1.0413 0.0 0.0 0.0
C 9.8053 2.3419 -1.7978 -0.1 0.1 0.0
C 8.9787 1.6576 -2.8634 -0.1 0.1 0.1
Cl 9.9500 1.2240 -4.2920 0.0 0.0 0.0
H 10.3543 3.1923 -2.2011 0.0 -0.1 0.0
H 9.1534 2.7039 -1.0009 0.0 -0.1 -0.1
H 8.1907 2.3285 -3.2083 0.1 0.0 0.0
H 8.5098 0.7502 -2.4850 0.1 0.0 0.0
Cl -6.7716 -2.7166 5.4792 0.0 0.0 0.0
C -8.5001 -2.9276 5.0981 -0.2 -0.1 -0.1
C -8.9870 -1.9219 4.0800 -0.1 -0.1 -0.1
Cl -9.0225 -0.2651 4.7337 0.0 0.0 0.0
H -9.0621 -2.8606 6.0291 0.1 0.1 0.0
H -8.6149 -3.9377 4.7024 0.0 0.1 0.0
H -10.0067 -2.1650 3.7791 0.0 0.0 0.1
H -8.3593 -1.9215 3.1908 0.0 0.0 0.1
```
Positions in Å, forces in eV/Å.

Computed properties:
DFT total energy: -5172.38493 hartree
orbital gap: 8.153 eV
E_LUMO: -0.32 eV
molar mass: 654.51 g/mol
highest occupied orbital energy: -8.471 eV

# 3
# C17H24BrN4O2Ti

A structure of composition C17H24BrN4O2Ti (the ωB97M-V functional and the def2-TZVPD basis, OMol25).

```
49
Properties=species:S:1:pos:R:3:forces:R:3
Ti -1.0466 -0.0494 -0.6987 -0.1 0.1 0.0
N -2.1197 -1.7948 -0.1364 0.0 0.0 0.0
C -3.6210 -1.5979 -0.1735 0.0 0.0 0.0
C -4.0847 -1.4075 -1.6071 0.0 0.0 0.0
C -3.3130 -0.3294 -2.3670 0.0 0.0 0.0
C -3.4180 1.0948 -1.7843 0.0 0.0 0.0
N -2.0343 1.6393 -1.5657 0.0 0.0 0.0
H -1.8881 -2.5853 -0.7433 0.0 0.0 0.0
H -1.8487 -2.1009 0.8010 0.0 0.0 0.0
H -3.8542 -0.7386 0.4601 0.0 0.0 0.0
H -4.1000 -2.4641 0.2808 0.0 0.0 0.0
H -5.1480 -1.1597 -1.5964 0.0 0.0 0.0
H -4.0050 -2.3519 -2.1500 0.0 0.0 0.0
H -3.6329 -0.3267 -3.4094 0.0 0.0 0.0
H -2.2409 -0.6312 -2.4858 0.0 0.0 0.0
H -3.9354 1.1078 -0.8236 0.0 0.0 0.0
H -3.9733 1.7549 -2.4484 0.0 0.0 0.0
H -2.0719 2.5021 -1.0188 0.0 0.0 0.0
H -1.6401 1.9147 -2.4674 0.0 0.0 0.0
O 5.3199 -0.1803 1.7526 0.0 0.0 0.0
C 4.9761 0.0393 3.1066 0.0 0.0 0.0
N 3.5325 -0.0066 3.1677 -0.1 0.0 0.0
C 2.7870 1.1116 3.0857 0.0 0.0 0.0
O 3.1645 2.2542 3.1741 0.0 0.0 0.0
C 1.3085 0.9333 2.7813 0.0 0.0 0.0
C 0.3498 1.5500 3.5857 0.0 0.0 0.0
C -0.9836 1.5485 3.1898 0.0 0.0 0.0
C -1.3033 1.0074 1.9667 0.0 0.0 0.0
N -0.3723 0.4457 1.1537 0.0 0.0 0.0
C 0.9166 0.3832 1.5829 0.0 0.0 0.0
H 6.2798 -0.2475 1.6797 0.0 0.0 0.0
H 5.2917 1.0219 3.4559 0.0 0.0 0.0
H 5.3816 -0.7360 3.7570 0.0 0.0 0.0
H 3.0845 -0.9083 3.1497 0.0 0.0 0.0
H 0.6566 2.0369 4.5044 0.0 0.0 0.0
H -1.7555 1.9904 3.8047 0.0 0.0 0.0
H -2.3306 1.0247 1.6082 0.0 0.0 0.0
H 1.6369 -0.0787 0.9191 0.0 0.0 0.0
Br 4.4077 -0.1318 -3.7972 0.0 0.0 0.0
C 2.7754 -0.3595 -2.9781 0.0 0.0 0.0
C 2.1854 0.7110 -2.2999 0.0 0.0 0.0
C 0.9604 0.5081 -1.6950 0.1 0.0 0.0
C 0.3244 -0.7606 -1.7467 0.0 0.1 0.0
C 0.9291 -1.8297 -2.4399 0.0 0.0 0.0
C 2.1412 -1.6252 -3.0413 0.0 0.0 0.0
H 2.6809 1.6711 -2.2543 0.0 0.0 0.0
H 0.5484 1.3815 -1.1670 0.0 0.0 0.0
H 0.4525 -2.7998 -2.4976 0.0 0.0 0.0
H 2.6295 -2.4311 -3.5742 0.0 0.0 0.0
```
Positions in Å, forces in eV/Å.

Computed properties:
DFT total energy: -4454.18070 hartree
orbital gap: 5.684 eV
E_LUMO: -11.71 eV
molar mass: 444.18 g/mol
highest occupied orbital energy: -17.395 eV
net charge: +3

# 4
# C17H24Cl2O2Ru

A structure of composition C17H24Cl2O2Ru at a distorted geometry (the ωB97M-V functional and the def2-TZVPD basis, OMol25).

```
46
Properties=species:S:1:pos:R:3:forces:R:3
C -2.4617 -0.6021 0.5059 -0.7 1.3 1.8
C -2.2457 -1.3775 1.6603 -0.9 1.3 0.7
C -1.6264 -2.5521 1.2703 -0.2 -0.7 2.4
C -2.6793 -1.0092 3.0556 -0.3 -0.3 -0.5
C -1.4557 -2.5331 -0.1110 0.0 0.3 -2.9
C -1.9738 -1.3355 -0.5824 1.4 -2.3 -2.6
C -2.0572 -0.9231 -2.0346 -1.5 1.9 1.5
C -3.0609 0.7737 0.3785 -0.2 -1.2 2.9
C -1.2640 -3.6846 2.1984 0.2 -0.1 -0.7
C -0.8991 -3.6699 -0.9337 0.8 1.3 -0.4
Ru 1.4340 -0.2377 0.4788 -2.1 5.4 -4.2
Cl 1.8115 -2.0029 1.4144 1.5 -7.0 3.5
Cl 0.6091 0.9721 2.1302 -0.7 1.3 2.0
O 1.0913 -0.4925 -1.4064 1.2 -1.6 -1.9
H -3.0984 0.0037 3.0657 0.2 -0.2 0.1
H -1.8454 -1.0666 3.7444 0.2 0.2 0.3
H -3.4605 -1.7073 3.4090 0.1 0.2 0.1
H -0.7249 -3.3136 3.0699 0.1 0.0 0.0
H -0.6248 -4.4190 1.6667 -0.3 0.4 0.4
H -2.1583 -4.2165 2.5491 0.0 0.1 0.0
H -0.1044 -4.1913 -0.3938 0.0 0.0 -0.1
H -0.4502 -3.2629 -1.8814 -0.4 -0.4 0.8
H -1.6640 -4.3785 -1.2019 -0.4 -0.5 -0.2
H -1.3065 -1.3581 -2.6189 1.1 -0.7 -0.9
H -1.9574 0.2013 -2.0979 0.1 -1.0 0.0
H -3.0606 -1.1842 -2.4316 0.4 0.0 0.0
H -3.5076 1.0472 1.3934 0.5 -0.1 -1.3
H -3.8519 0.7601 -0.3265 -0.8 0.1 -1.0
H -2.3008 1.4864 0.1132 0.8 0.7 -0.5
H 1.5886 -1.2718 -1.8064 -1.0 1.4 0.8
O -0.5201 2.4779 -0.9362 1.5 -2.4 -2.3
H 0.0077 1.8091 -1.5825 -1.8 2.3 2.3
C 3.2276 0.6232 0.3698 0.3 2.1 1.9
C 3.4288 2.1296 0.0926 -0.1 -2.0 -0.2
C 3.3063 3.0157 1.1502 1.9 3.5 -1.8
C 3.8336 4.3734 0.9775 -1.0 -3.7 -1.2
C 4.3730 4.7048 -0.2772 0.1 2.6 2.5
C 4.3577 3.8539 -1.3187 0.1 -2.0 -2.7
C 3.8822 2.5374 -1.1750 0.1 0.7 0.8
H 3.7278 0.0557 -0.3700 1.0 -0.7 -0.6
H 3.6080 0.4263 1.4410 -0.2 0.1 -1.7
H 2.8770 2.7130 2.0548 -0.5 -0.5 1.2
H 3.7956 5.0341 1.8002 0.0 0.8 0.6
H 4.8035 5.7293 -0.3705 -0.3 -0.8 -0.2
H 4.7470 4.1653 -2.3196 -0.3 -0.2 0.9
H 3.8768 1.8062 -1.9907 0.1 0.4 0.3
```
Positions in Å, forces in eV/Å.

Computed properties:
DFT total energy: -1827.76232 hartree
2S+1: 5
orbital gap (alpha / beta): 4.837 / 4.468 eV
expectation value of S²: 6.03
E_LUMO (alpha / beta): 5.32 / 4.79 eV
molar mass: 432.35 g/mol
highest occupied orbital energy (alpha / beta): 0.484 / 0.320 eV
net charge: -2